{
  "formula": "C27H37Br2GdN3O2",
  "method": "ωB97M-V/def2-TZVPD",
  "charge": -1,
  "s_squared": 16.05,
  "e_tot_ha": -7279.56092,
  "orbital_gap_ev": [7.04, 6.46],
  "largest_force_ha_per_bohr": 0.021,
  "lumo_energy_ha": [0.0986, 0.0763],
  "spin_multiplicity": 8,
  "species": ["Gd", "C", "N", "C", "C", "C", "N", "C", "C", "C", "C", "C", "C", "C", "O", "C", "C", "C", "N", "C", "C", "C", "C", "C", "C", "C", "O", "H", "H", "H", "H", "H", "H", "H", "H", "H", "H", "H", "H", "H", "H", "H", "H", "H", "H", "H", "H", "H", "H", "H", "H", "H", "Br", "C", "Br", "H", "H", "C", "C", "C", "C", "C", "H", "H", "H", "H", "H", "H", "H", "H", "H", "H"],
  "positions_angstrom": [[0.9084, -0.4699, 0.4411], [-1.9508, 2.7976, -0.6611], [-1.8454, 1.9546, 0.5195], [-3.0730, 1.1932, 0.7299], [-3.3223, 0.0350, -0.2288], [-2.3011, -1.1077, -0.1029], [-1.2054, -0.9864, -1.0660], [-1.3021, -1.8001, -2.0606], [-0.4325, -2.0662, -3.1753], [-0.8087, -3.2832, -3.9005], [-0.1947, -3.7325, -4.9994], [0.8556, -2.9357, -5.6070], [1.1743, -1.7328, -5.1286], [0.6323, -1.1297, -3.8716], [1.3931, -1.3584, -1.5065], [-1.6334, 2.7653, 1.7166], [-0.3965, 3.6599, 1.7175], [0.9124, 2.9198, 1.4019], [0.8756, 1.5804, 1.9547], [1.2984, 1.4177, 3.1479], [1.1800, 0.1946, 3.9037], [1.8721, 0.0799, 5.1176], [1.7658, -1.0408, 5.9058], [0.9194, -2.0769, 5.4887], [0.2088, -1.9880, 4.3174], [0.3272, -0.8636, 3.4570], [-0.3196, -0.8077, 2.3418], [-2.7011, 3.5986, -0.5327], [-2.2368, 2.1973, -1.5208], [-0.9869, 3.2573, -0.8797], [-3.9453, 1.8744, 0.7096], [-3.0167, 0.7687, 1.7354], [-3.3722, 0.3705, -1.2676], [-4.3103, -0.3604, 0.0246], [-2.8250, -2.0610, -0.2559], [-1.9014, -1.1183, 0.9120], [-2.1318, -2.5186, -2.0216], [-1.6419, -3.8500, -3.4962], [-0.5029, -4.6561, -5.4722], [1.3466, -3.3177, -6.4949], [1.9359, -1.1596, -5.6366], [-1.5570, 2.0787, 2.5608], [-2.5176, 3.4078, 1.8938], [-0.3277, 4.0749, 2.7274], [-0.5157, 4.4997, 1.0287], [1.7562, 3.4992, 1.7943], [1.0570, 2.8406, 0.3243], [1.7731, 2.2578, 3.6750], [2.5097, 0.9048, 5.4215], [2.3201, -1.1251, 6.8319], [0.8294, -2.9664, 6.1026], [-0.4355, -2.7933, 3.9881], [0.9926, -3.6083, 1.0009], [2.4063, -2.1828, 1.3850], [3.2865, 0.9580, -0.0350], [3.2464, -2.5302, 0.7850], [2.6496, -2.3857, 2.4294], [-1.0411, 0.8176, -3.7952], [0.4317, 0.4237, -3.9626], [0.8371, 0.9566, -5.3500], [1.2888, 1.1637, -2.9303], [1.1767, -1.8520, -2.6717], [-1.1573, 1.8842, -4.0063], [-1.3763, 0.6272, -2.7833], [-1.6787, 0.2596, -4.4871], [0.5477, 2.0067, -5.4170], [0.3326, 0.4118, -6.1510], [1.9150, 0.9064, -5.5138], [1.3131, 2.2348, -3.1513], [2.3100, 0.7869, -2.9245], [0.8963, 1.0327, -1.9261], [1.6942, -2.7802, -2.9349]]
}

---

{
  "formula": "C27H37N4O3S6SbSiTc",
  "method": "ωB97M-V/def2-TZVPD",
  "charge": 1,
  "e_tot_ha": -4495.19775,
  "orbital_gap_ev": [5.66, 5.66],
  "largest_force_ha_per_bohr": 0.047,
  "de_lowest_kj_mol": 0.0,
  "lumo_energy_ha": [-0.1630, -0.1629],
  "species": ["Tc", "O", "C", "C", "C", "C", "C", "C", "C", "O", "N", "N", "C", "S", "C", "C", "S", "H", "H", "H", "H", "H", "H", "H", "H", "H", "S", "Sb", "S", "S", "S", "C", "N", "C", "C", "O", "N", "C", "C", "H", "H", "H", "H", "H", "H", "H", "H", "H", "H", "H", "H", "C", "C", "C", "C", "C", "C", "C", "C", "H", "H", "H", "H", "H", "C", "Si", "C", "C", "C", "H", "H", "H", "H", "H", "H", "H", "H", "H", "H", "H"],
  "positions_angstrom": [[0.7324, 1.3349, -0.2559], [-2.0780, 3.9021, 1.3214], [-3.1445, 3.0553, 1.3731], [-4.4039, 3.7075, 1.3478], [-5.5004, 2.9073, 1.3382], [-5.4702, 1.5119, 1.3889], [-4.2294, 0.9113, 1.4504], [-3.0525, 1.6809, 1.3844], [-1.7908, 0.9871, 1.2341], [-0.7286, 1.7601, 0.9914], [-1.7181, -0.3253, 1.2345], [-0.4287, -0.7663, 0.9653], [-0.3270, -2.0460, 1.0336], [-1.6949, -2.9888, 1.6462], [-0.9849, -4.5720, 1.0476], [0.5069, -4.6037, 1.2378], [1.0606, -2.9860, 0.5096], [-1.2563, 3.4128, 1.1133], [-4.4025, 4.8302, 1.3896], [-6.4412, 3.4515, 1.3511], [-6.3172, 0.8600, 1.3335], [-4.1529, -0.1817, 1.5070], [-1.3120, -4.7163, -0.0097], [-1.3876, -5.3898, 1.7166], [1.0727, -5.4212, 0.7773], [0.7063, -4.6463, 2.3034], [5.3436, 2.7341, 0.2498], [5.9212, 0.6617, 0.5828], [2.5507, 0.1134, -1.0460], [0.8449, 2.7820, -1.6918], [3.9435, -0.8079, 0.2720], [1.7917, -0.4262, 3.4397], [1.2937, 0.9436, 3.6435], [1.1263, 1.2953, 5.0676], [1.3582, 1.9163, 2.7190], [1.8317, 1.5847, 1.5384], [0.9120, 3.1395, 3.0121], [1.2459, 4.2799, 2.1484], [-0.2321, 3.4431, 3.8749], [0.9096, -1.1576, 3.3100], [2.4153, -0.6995, 4.2911], [2.4641, -0.4547, 2.5452], [1.4584, 0.4317, 5.6697], [0.1350, 1.5396, 5.4224], [1.7305, 2.1533, 5.5135], [2.1421, 4.0932, 1.5822], [1.4184, 5.1589, 2.6863], [0.4484, 4.6218, 1.4616], [-1.0883, 2.7200, 3.8185], [-0.8207, 4.3545, 3.5597], [0.0643, 3.6664, 4.8939], [-0.4817, 0.3302, -1.4551], [-1.4865, -0.1899, -1.9180], [-2.5009, -0.9757, -2.5713], [-2.4818, -1.1272, -3.9378], [-3.4699, -1.8281, -4.6141], [-4.4743, -2.3939, -3.8969], [-4.4884, -2.2538, -2.4962], [-3.5341, -1.5754, -1.8349], [-1.6899, -0.6619, -4.5584], [-3.5518, -1.8251, -5.6739], [-5.3214, -2.9368, -4.3165], [-5.2863, -2.6974, -1.9308], [-3.4780, -1.4826, -0.7385], [4.8959, -2.8040, -3.0612], [3.6932, -1.3738, -3.5424], [4.5430, 0.2729, -3.7782], [2.9371, -2.0416, -5.1609], [2.3092, -1.2090, -2.2185], [5.8266, -2.4253, -3.5465], [4.6358, -3.7295, -3.5777], [4.9768, -3.0399, -2.0060], [4.9901, 0.2373, -4.7795], [5.2761, 0.5140, -3.0187], [3.8371, 1.0520, -3.7774], [3.7254, -2.0818, -5.9535], [2.1181, -1.3793, -5.5088], [2.5923, -3.0444, -4.9719], [2.0352, -2.1437, -1.6926], [1.3878, -0.9425, -2.7589]]
}

---

{
  "formula": "C27H37N4RhS2",
  "method": "ωB97M-V/def2-TZVPD",
  "s_squared": 6.03,
  "e_tot_ha": -2176.94409,
  "orbital_gap_ev": [7.89, 5.53],
  "largest_force_ha_per_bohr": 0.008,
  "lumo_energy_ha": [0.0264, -0.0682],
  "spin_multiplicity": 5,
  "species": ["Rh", "C", "N", "C", "C", "C", "N", "C", "C", "H", "H", "H", "H", "H", "H", "H", "H", "H", "H", "H", "H", "H", "H", "H", "H", "S", "C", "C", "C", "C", "C", "C", "S", "H", "H", "H", "H", "C", "C", "C", "C", "C", "C", "C", "C", "C", "C", "N", "C", "C", "C", "C", "C", "N", "H", "H", "H", "H", "H", "H", "H", "H", "H", "H", "H", "H", "H", "H", "H", "H", "H"],
  "positions_angstrom": [[-0.2518, -0.2747, -0.0278], [1.7075, -1.2146, 2.6388], [1.7329, -0.0188, 1.7881], [3.1104, 0.1739, 1.3196], [1.3515, 1.1633, 2.5704], [-0.1423, 1.3415, 2.7176], [-0.8083, 1.5783, 1.4290], [-2.2576, 1.6845, 1.6478], [-0.3328, 2.8329, 0.8266], [2.4390, -1.1163, 3.4532], [1.9635, -2.0900, 2.0414], [0.7216, -1.3809, 3.0614], [3.7718, 0.4198, 2.1626], [3.1465, 0.9874, 0.5938], [3.4813, -0.7313, 0.8472], [1.7758, 2.0412, 2.0857], [1.8011, 1.1122, 3.5714], [-0.3235, 2.1924, 3.3908], [-0.5930, 0.4605, 3.1780], [-2.5007, 2.6110, 2.1860], [-2.6087, 0.8335, 2.2231], [-2.7742, 1.6800, 0.6906], [-0.3826, 3.6499, 1.5590], [-0.9488, 3.0822, -0.0299], [0.6886, 2.7296, 0.4671], [-1.5645, -1.6135, 1.6662], [-2.2228, -2.9246, 0.7778], [-2.6029, -4.1077, 1.4533], [-3.1867, -5.1498, 0.7815], [-3.4168, -5.0803, -0.6126], [-3.0459, -3.9651, -1.3043], [-2.4271, -2.8646, -0.6417], [-1.9365, -1.5212, -1.5382], [-2.4317, -4.1687, 2.5206], [-3.4745, -6.0418, 1.3271], [-3.8796, -5.9122, -1.1290], [-3.2040, -3.8965, -2.3742], [0.6783, -4.0019, -1.7903], [1.2637, -3.1481, -0.6646], [2.5598, -2.4860, -1.0636], [3.7505, -3.1920, -0.9366], [4.9632, -2.6265, -1.3017], [4.9836, -1.3323, -1.7897], [3.8160, -0.5854, -1.9241], [3.9449, 0.8543, -2.3723], [4.2481, 1.0057, -3.8668], [2.5921, -1.1771, -1.5736], [1.3851, -0.4263, -1.6209], [1.0068, 0.0973, -2.7446], [-0.1392, 0.9160, -2.8331], [-0.7697, 1.4564, -3.9647], [-1.9294, 2.0639, -3.4987], [-1.9413, 1.8631, -2.1039], [-0.8619, 1.1871, -1.6916], [-0.1997, -4.5570, -1.4526], [1.4263, -4.7183, -2.1389], [0.3817, -3.3789, -2.6374], [1.4225, -3.7629, 0.2236], [0.5483, -2.3823, -0.3865], [3.7205, -4.2019, -0.5388], [5.8847, -3.1869, -1.1929], [5.9318, -0.8709, -2.0497], [4.7620, 1.3099, -1.8064], [3.0444, 1.4127, -2.1197], [5.1163, 0.4074, -4.1499], [4.4571, 2.0474, -4.1170], [3.4077, 0.6761, -4.4803], [1.5727, -0.1028, -3.6554], [-0.4175, 1.3940, -4.9870], [-2.6772, 2.5892, -4.0759], [-2.7008, 2.1965, -1.4084]]
}